Entry 1:
The following is a DFT calculation (ωB97M-V with the def2-TZVPD basis set) of the molecule C7H8N2O2.

Last column: Mulliken charge in e.
Atoms and positions in Å:
N (-3.0733, -0.2832, 0.1077)  -0.469
C (-1.7572, -0.3413, 0.0397)  0.820
C (-1.0108, -1.5740, 0.1356)  -0.632
C (0.3553, -1.6327, -0.1472)  -0.902
C (1.0184, -0.4167, -0.3942)  0.076
C (2.4635, -0.5947, -0.0381)  0.464
O (3.1556, -1.5585, -0.3362)  -0.600
O (3.1933, 0.3965, 0.5993)  -0.566
C (0.3225, 0.8529, -0.3258)  1.127
N (1.0467, 1.9902, -0.0579)  -0.776
C (-1.0799, 0.8780, -0.3100)  -0.833
H (-3.7525, -1.0915, 0.2582)  0.232
H (-3.6434, 0.4913, 0.3642)  0.204
H (-1.5553, -2.4891, 0.3626)  0.261
H (0.9372, -2.5030, 0.0734)  0.427
H (2.6327, 1.2426, 0.7472)  0.434
H (0.5523, 2.8358, -0.1896)  0.231
H (1.7683, 1.9347, -0.8078)  0.370
H (-1.5731, 1.8626, -0.0813)  0.132

Atoms 1-6, force components in eV/Å:
N -5.016 -2.531 0.896
C 2.994 -0.041 -1.435
C -0.653 0.429 -0.680
C -1.858 1.988 0.485
C 0.474 0.449 1.466
C 2.960 0.239 -1.001

Values from the calculation:
E_tot	-14463.3886	eV
LUMO level	0.62	eV
orbital gap	0.323	hartree
HOMO	-8.17	eV
SMILES string	Nc1ccc(C(=O)O)c(N)c1
F_max	5.7	eV/Å



Entry 2:
The following is a DFT calculation (ωB97M-V with the def2-TZVPD basis set) of the molecule C7H8N2O2.

Last column: Mulliken charge in e.
Atoms and positions in Å:
C (1.7461, 1.9392, -0.2231)  -0.851
N (1.5315, 0.4093, -0.4153)  0.243
N (2.7875, -0.0029, 0.1105)  -0.119
O (2.8437, -1.0975, 0.7071)  -0.400
C (0.2455, -0.2038, -0.1554)  0.470
C (0.0894, -1.4763, -0.4747)  -0.461
C (-1.2799, -1.8376, -0.0758)  -0.402
C (-2.3529, -0.9955, -0.0177)  -0.462
C (-2.0912, 0.4024, 0.1313)  -0.109
O (-2.9953, 1.4403, 0.2489)  -0.542
C (-0.7492, 0.7264, 0.0384)  0.076
H (2.8064, 2.1784, -0.4251)  0.341
H (1.4761, 2.2896, 0.9257)  0.313
H (1.3335, 2.6966, -1.0319)  0.283
H (0.8661, -2.2837, -0.6649)  0.315
H (-1.5527, -2.9735, -0.2464)  0.230
H (-3.2378, -1.6178, -0.0437)  0.313
H (-3.8016, 1.0290, 0.7421)  0.351
H (-0.5561, 1.7655, -0.1073)  0.411

Atoms 1-6, force components in eV/Å:
C -0.722 1.646 0.227
N 2.502 2.705 1.299
N -0.974 -3.647 1.364
O -0.686 3.018 -2.043
C 3.376 3.285 -1.429
C -2.650 -4.223 2.404

Values from the calculation:
E_tot	-14458.7874	eV
LUMO level	0.27	eV
orbital gap	0.340	hartree
HOMO	-8.98	eV
SMILES string	CN(N=O)c1cccc(O)c1
F_max	5.5	eV/Å



Entry 3:
The following is a DFT calculation (ωB97M-V with the def2-TZVPD basis set) of a structure of composition C7H8N2O3.

Last column: Mulliken charge in e.
Atoms and positions in Å:
C (-0.4660, 1.1441, -1.0914)  -0.554
C (-1.8647, 1.0730, -0.8150)  0.473
C (-1.4831, 1.1697, 0.6499)  0.340
C (-3.0982, -2.2969, 0.7065)  0.630
C (2.8006, -1.0660, -0.0172)  -1.102
C (2.3356, 0.3347, -0.0185)  -0.354
C (1.0846, 0.5718, 0.7269)  -0.174
N (-2.9692, 0.9507, -1.4883)  -0.837
N (-0.0988, 0.9409, 0.1954)  0.099
O (-2.2215, -1.5538, 0.8532)  -0.340
O (-1.7892, 1.6460, 1.6738)  -0.496
O (-3.8176, -3.1572, 0.6256)  -0.312
H (0.1992, 1.2554, -1.9225)  0.406
H (3.8316, -1.1387, 0.3627)  0.274
H (2.1672, -1.7155, 0.5493)  0.389
H (2.8551, -1.5333, -1.0800)  0.256
H (3.0229, 1.1198, 0.2846)  0.432
H (2.2406, 0.6798, -1.0630)  0.144
H (1.0662, 0.6391, 1.7804)  0.486
H (-3.7952, 0.9364, -0.9128)  0.240

Atoms 1-6, force components in eV/Å:
C -1.039 -0.229 -0.360
C -2.603 -0.200 -1.455
C 0.370 0.856 -0.364
C 3.144 1.547 0.644
C 1.964 -1.952 -1.745
C -0.889 2.261 -1.749

Values from the calculation:
E_tot	-16508.5223	eV
LUMO level (spin up / spin down)	0.21 / 0.21	eV
orbital gap (spin up / spin down)	0.284 / 0.284	hartree
HOMO (spin up / spin down)	-7.51 / -7.50	eV
F_max	5.3	eV/Å



Entry 4:
The following is a DFT calculation (ωB97M-V with the def2-TZVPD basis set) of the ion C7H8N3 with charge +1.

Last column: Mulliken charge in e.
Atoms and positions in Å:
C (-2.5859, -0.5103, 0.1321)  0.045
C (0.4242, 1.3821, 0.8311)  -0.715
C (-0.9092, 1.5304, 0.1817)  -0.315
C (1.2355, 0.3126, 0.5733)  0.293
C (-1.3867, 0.1524, -0.3630)  0.738
C (-1.1430, 1.2965, -1.3010)  -0.705
C (1.8430, -1.9995, 0.0447)  -0.874
N (-3.5225, -1.0505, 0.5327)  -0.317
N (-0.2813, -1.0971, -0.3753)  -0.872
N (0.8546, -0.8268, -0.0181)  0.693
H (0.6470, 2.2666, 1.4181)  0.396
H (-1.5157, 2.1198, 0.7160)  0.534
H (2.1821, 0.2222, 1.0390)  0.420
H (-2.0980, 1.6970, -1.7212)  0.321
H (-0.2143, 1.4061, -1.8624)  0.290
H (2.7510, -1.5410, -0.1193)  0.383
H (1.6910, -2.8412, -0.6758)  0.311
H (2.0282, -2.5193, 0.9676)  0.374

Atoms 1-6, force components in eV/Å:
C -0.272 0.642 -0.599
C -3.546 3.039 -1.300
C 3.246 -3.431 -0.114
C 1.123 -2.162 0.259
C 2.619 -2.065 0.452
C -1.332 -0.364 -0.284

Values from the calculation:
E_tot	-11844.6367	eV
LUMO level (spin up / spin down)	-3.98 / -8.63	eV
total charge	+1
<S²>	2.01
multiplicity	3
orbital gap (spin up / spin down)	0.315 / 0.240	hartree
HOMO (spin up / spin down)	-12.54 / -15.16	eV
F_max	9.2	eV/Å



Entry 5:
The following is a DFT calculation (ωB97M-V with the def2-TZVPD basis set) of the ion C7H8N3O with charge +1.

Last column: Mulliken charge in e.
Atoms and positions in Å:
C (1.9411, 0.1328, -1.3010)  -1.030
C (2.1183, -0.1106, 0.0204)  0.710
N (3.1170, -0.8327, 0.6885)  -0.519
N (1.0859, 0.2735, 0.9406)  -0.229
C (-0.0649, 0.7035, 0.5505)  0.273
N (-1.2113, 0.7682, 0.3890)  -0.061
C (-2.2953, 1.3332, -0.1762)  -0.177
C (-3.3737, 0.4929, -0.2172)  -0.096
C (-3.4205, -0.9293, 0.1494)  -0.909
C (-2.4582, -1.5488, 0.7800)  0.820
O (-1.7212, -2.1675, 1.3970)  -0.282
H (0.9907, 0.4633, -1.7131)  0.245
H (2.6720, -0.2362, -2.0516)  0.262
H (3.9639, -0.7846, 0.1830)  0.297
H (2.9835, -1.7956, 0.7956)  0.239
H (1.2341, -0.0642, 1.9605)  0.375
H (-2.1298, 2.3465, -0.6017)  0.396
H (-4.4004, 0.8973, -0.6428)  0.296
H (-4.3130, -1.4004, 0.3425)  0.390

Atoms 1-6, force components in eV/Å:
C 0.822 -1.176 0.672
C -0.696 -0.735 -2.077
N 0.203 2.079 0.053
N 0.451 -0.527 2.169
C 0.915 -1.576 1.501
N 1.040 0.545 -0.955

Values from the calculation:
E_tot	-13895.8870	eV
LUMO level (spin up / spin down)	-4.59 / -4.59	eV
total charge	+1
orbital gap (spin up / spin down)	0.298 / 0.298	hartree
HOMO (spin up / spin down)	-12.69 / -12.69	eV
SMILES string	C=C(N)NC#[N+]/C=C\C=C=O
F_max	3.4	eV/Å



Entry 6:
The following is a DFT calculation (ωB97M-V with the def2-TZVPD basis set) of the ion C7H8N3O with charge +1.

Last column: Mulliken charge in e.
Atoms and positions in Å:
C (0.0302, 1.2197, -2.5751)  -0.560
C (-0.3511, 0.0355, -1.9587)  -0.430
C (0.8678, 1.8863, -1.7724)  -0.069
C (0.2236, 0.1652, -0.6725)  0.067
C (-1.6702, -0.8454, 1.3436)  -0.351
C (-1.7284, -2.1412, 1.1298)  -0.237
C (0.3266, -0.7420, 0.4912)  0.393
N (-0.6243, -2.7809, 0.6535)  -0.303
N (0.3597, -2.1283, 0.3917)  -0.235
N (1.2778, -0.3052, 1.5500)  -0.271
O (1.0065, 1.2829, -0.6331)  -0.364
H (-0.0078, 1.4281, -3.7046)  0.299
H (-1.0421, -0.6596, -2.3270)  0.493
H (1.5787, 2.7050, -1.9767)  0.405
H (-2.2516, -0.1014, 1.8407)  0.392
H (-2.5995, -2.6794, 1.2664)  0.552
H (1.6199, -1.1621, 1.9894)  0.401
H (0.9707, 0.5154, 2.3152)  0.442
H (2.2042, 0.0839, 1.2793)  0.376

Atoms 1-6, force components in eV/Å:
C 0.458 0.544 -4.413
C 0.862 1.080 3.396
C 1.334 2.157 -1.798
C 0.040 -1.697 -1.316
C 3.573 -0.431 -0.516
C -1.369 3.343 0.394

Values from the calculation:
E_tot	-13893.4156	eV
LUMO level	-4.72	eV
total charge	+1
orbital gap	0.278	hartree
HOMO	-12.28	eV
F_max	5.0	eV/Å



Entry 7:
The following is a DFT calculation (ωB97M-V with the def2-TZVPD basis set) of a cluster of 2 separate species, C7H8N3O in total.

Last column: Mulliken charge in e.
Atoms and positions in Å:
C (-3.0929, 0.7960, -0.0325)  -0.431
C (-2.8957, -0.5396, -0.1011)  -0.420
C (-1.9700, 1.6003, 0.0738)  -0.554
C (-1.6625, -1.0984, -0.1218)  -0.483
C (-0.6983, 1.1335, 0.0396)  -0.202
C (-0.4768, -0.2585, 0.0607)  0.730
C (3.2715, 0.1629, -0.1105)  0.333
N (1.1389, -1.8886, 0.1664)  -0.717
N (2.1410, 0.6312, -0.0134)  -0.205
N (0.7721, -0.7859, 0.0359)  0.630
O (4.4085, 0.7464, -0.1230)  -0.456
H (-4.0427, 1.2280, 0.0424)  0.448
H (-3.6949, -1.2754, -0.0234)  0.339
H (-2.0423, 2.6390, -0.0530)  0.396
H (-1.6088, -2.0742, -0.2842)  0.506
H (-0.0439, 1.9369, 0.3363)  0.341
H (3.2796, -1.0937, -0.1458)  -0.043
H (2.0631, -2.1196, -0.1653)  0.371
H (5.1541, 0.2595, 0.4189)  0.416

Atoms 1-6, force components in eV/Å:
C 1.129 1.017 0.623
C -0.986 -2.023 0.359
C -1.005 -0.170 -1.484
C 2.428 4.295 0.836
C 0.571 -0.443 1.722
C -2.573 0.492 -0.579

Values from the calculation:
E_tot	-13891.8605	eV
LUMO level (spin up / spin down)	-5.44 / -7.57	eV
total charge	+1
<S²>	2.02
multiplicity	3
orbital gap (spin up / spin down)	0.260 / 0.229	hartree
HOMO (spin up / spin down)	-12.52 / -13.80	eV
F_max	5.0	eV/Å